No. 1
Entry from OMol25: a structure of composition C6H12 (wB97M-V/def2-TZVPD).

* ΔE to the lowest compared entry with this formula, charge and spin: 117.16 kcal/mol
* E: -235.63152 a.u.
* frontier orbital gap: 9.0 eV
* charge: 0

Structure (XYZ):
```
18
Properties=species:S:1:pos:R:3:forces:R:3
C -2.110 0.505 0.782 0.04 0.08 0.00
C -1.475 -0.874 0.779 -0.14 -0.12 -0.16
C 0.782 -1.006 0.645 -0.03 -0.08 -0.25
C 0.990 -0.325 -0.645 -0.14 -0.13 0.02
C 2.344 0.375 -0.726 0.23 0.04 -0.02
C 1.102 1.185 -0.648 -0.07 0.17 0.02
H -1.668 1.140 0.009 -0.07 -0.10 0.12
H -1.979 1.002 1.749 -0.02 -0.07 -0.14
H -3.186 0.435 0.585 0.15 -0.01 0.02
H -1.886 -1.546 1.540 0.10 0.10 -0.09
H -1.527 -1.359 -0.195 0.04 0.07 0.14
H 0.657 -2.090 0.494 0.02 0.15 0.05
H -0.360 -0.683 1.226 -0.01 0.04 0.11
H 0.665 -0.770 -1.588 0.03 0.06 0.16
H 2.974 0.323 0.156 -0.12 -0.02 -0.13
H 2.868 0.311 -1.676 -0.11 0.00 0.15
H 0.768 1.705 -1.541 0.06 -0.10 0.14
H 0.888 1.687 0.291 0.04 -0.10 -0.14
```
Positions in Å, forces in eV/Å.


No. 2
Entry from OMol25: a structure of composition C6H10N2 in a non-equilibrium geometry (wB97M-V/def2-TZVPD).

* ΔE to the lowest compared entry with this formula, charge and spin: 127.12 kcal/mol
* E: -343.93413 a.u.
* frontier orbital gap (spin up / spin down): 7.5 / 7.5 eV
* charge: 0

Structure (XYZ):
```
18
Properties=species:S:1:pos:R:3:forces:R:3
C 1.461 0.977 0.803 -0.01 -0.47 0.10
C 0.827 -1.792 -0.124 0.15 0.41 0.08
N -0.763 -0.734 1.402 0.48 1.07 -0.01
C -0.021 0.866 0.549 -0.29 -0.16 1.19
C -0.367 -0.874 0.081 -0.52 -0.20 -2.07
C -1.740 0.142 -1.914 -0.01 0.02 -0.09
N -0.846 1.807 0.431 -0.36 -0.69 0.14
C -1.117 -0.606 -1.066 0.56 -0.15 1.44
H -1.718 -0.381 1.455 0.09 0.14 -0.15
H -0.490 2.697 0.767 0.18 -0.05 -0.47
H 2.035 0.675 -0.073 -0.02 0.04 0.03
H 1.754 0.352 1.645 -0.01 0.02 -0.06
H 1.700 2.016 1.036 -0.12 -0.04 -0.08
H 0.448 -2.811 -0.157 -0.06 -0.06 -0.03
H 1.515 -1.733 0.719 -0.05 0.06 -0.05
H 1.350 -1.578 -1.058 -0.06 -0.05 0.07
H -1.557 1.222 -1.883 0.09 0.05 -0.05
H -2.472 -0.244 -2.613 -0.03 0.07 0.00
```
Positions in Å, forces in eV/Å.


No. 3
Entry from OMol25: a structure of composition C11H17BN6V in a non-equilibrium geometry (wB97M-V/def2-TZVPD).

* 2S+1: 4
* ΔE to the lowest compared entry with this formula, charge and spin: 0.00 kcal/mol
* E: -1726.75180 a.u.
* frontier orbital gap (spin up / spin down): 6.5 / 8.5 eV
* charge: 0

Structure (XYZ):
```
36
Properties=species:S:1:pos:R:3:forces:R:3
H 2.311 -2.801 0.652 -0.02 -0.06 -0.02
N 1.225 -1.227 -0.251 1.81 -1.29 -3.16
B 0.256 0.519 -1.869 -0.13 -0.33 0.79
N 1.172 -0.706 -1.560 0.52 -1.03 1.50
C 2.012 -1.408 -2.333 0.19 -0.44 0.66
V -0.069 -0.558 0.969 1.45 3.44 2.64
H 2.116 -1.145 -3.374 0.07 -0.14 0.04
C 2.632 -2.399 -1.555 -0.40 0.63 -0.06
H 3.349 -3.117 -1.882 0.26 -0.21 -0.17
C 2.119 -2.256 -0.257 -1.01 1.61 -1.27
H 0.341 0.856 -3.014 -0.01 -0.01 0.03
C -0.656 0.631 3.240 -0.32 0.12 -0.18
H -1.030 0.263 4.200 0.00 0.18 -0.24
H -1.378 0.322 2.449 0.29 0.13 0.49
H -0.581 1.720 3.200 -0.13 -0.18 0.23
N 0.693 1.646 -0.894 0.32 0.43 1.28
N -1.214 0.131 -1.498 -0.80 -0.67 1.52
N 0.682 1.415 0.471 0.07 1.03 -0.78
N -1.525 -0.317 -0.193 -2.59 0.70 -3.23
C 1.157 2.888 -1.137 -0.04 -0.19 0.41
C -2.338 0.133 -2.224 -0.21 -0.08 0.20
H 1.247 3.237 -2.165 0.00 -0.03 0.45
H -2.298 0.441 -3.262 -0.14 -0.09 0.21
C 1.448 3.490 0.087 -0.01 0.06 -0.36
C -3.403 -0.287 -1.427 0.04 0.14 -0.26
C 1.129 2.538 1.068 -0.20 -0.46 -1.61
C -2.873 -0.551 -0.163 1.81 0.49 -0.81
H 1.839 4.487 0.233 -0.06 -0.14 0.01
H -4.431 -0.390 -1.728 -0.03 0.03 -0.04
H 1.201 2.627 2.138 0.02 -0.13 0.02
H -3.342 -0.890 0.751 0.08 -0.01 -0.18
H 0.342 0.208 3.099 -0.08 0.07 0.06
C -0.479 -2.168 1.932 -0.44 -2.37 0.94
H 0.028 -2.108 2.907 -0.17 -0.46 0.11
H -0.106 -3.011 1.337 -0.32 -0.31 0.48
H -1.572 -2.211 2.054 0.18 -0.43 0.30
```
Positions in Å, forces in eV/Å.


No. 4
Entry from OMol25: a structure of composition C4H4N2O2 in a non-equilibrium geometry (wB97M-V/def2-TZVPD).

* ΔE to the lowest compared entry with this formula, charge and spin: 90.90 kcal/mol
* E: -414.70133 a.u.
* frontier orbital gap: 8.7 eV
* charge: 0

Structure (XYZ):
```
12
Properties=species:S:1:pos:R:3:forces:R:3
C 0.607 1.577 0.024 0.82 0.99 0.05
C -1.323 -0.291 -0.101 -0.35 4.18 1.33
C -1.011 -1.718 -0.077 3.14 -3.02 0.57
C 0.927 -0.682 -0.080 5.10 -2.08 1.96
H 0.804 1.589 1.280 -0.66 0.42 -3.80
H 1.890 1.655 -0.600 -4.62 -0.23 2.03
H -0.224 2.253 -0.423 2.11 -0.07 1.32
H -1.867 -2.454 -0.180 1.56 0.59 0.50
N -0.015 0.270 -0.319 2.01 0.65 0.45
N 0.341 -1.972 0.105 -6.27 0.41 -1.56
O -2.322 0.375 0.223 2.59 -2.39 -1.40
O 2.192 -0.603 0.149 -5.43 0.55 -1.44
```
Positions in Å, forces in eV/Å.


No. 5
Entry from OMol25: a structure of composition C13H22As2IrNOSe2Te2 (wB97M-V/def2-TZVPD).

* 2S+1: 5
* ΔE to the lowest compared entry with this formula, charge and spin: 8.07 kcal/mol
* E: -10553.29275 a.u.
* frontier orbital gap (spin up / spin down): 6.5 / 5.9 eV
* charge: 0

Structure (XYZ):
```
44
Properties=species:S:1:pos:R:3:forces:R:3
Ir -0.145 1.102 1.536 -0.16 -0.04 0.03
N 3.227 -1.499 3.948 -0.03 0.03 -0.06
C 2.532 -0.482 3.356 0.05 0.13 -0.30
O 2.892 -0.023 2.279 -0.12 -0.16 0.44
C 1.298 -0.040 4.120 0.08 -0.06 -0.04
C 0.549 1.146 3.546 -0.11 0.09 -0.11
H 4.113 -1.756 3.548 0.03 -0.01 -0.01
H 3.019 -1.794 4.885 -0.01 0.03 0.01
H 1.633 0.161 5.147 -0.04 -0.01 0.02
H 0.633 -0.908 4.191 0.04 -0.03 -0.04
H 1.140 2.061 3.657 0.05 -0.03 -0.05
H -0.360 1.289 4.140 0.02 0.04 0.03
C 0.640 -2.622 1.096 0.00 0.01 0.00
As 0.571 -0.857 0.282 0.05 0.05 0.08
C 2.268 -0.836 -0.667 -0.02 -0.03 -0.03
C -0.619 -1.159 -1.243 -0.03 0.03 -0.02
C -1.117 -2.434 -1.505 0.02 0.00 0.00
C -2.003 -2.672 -2.546 0.00 0.00 0.00
C -2.405 -1.629 -3.361 -0.01 0.00 -0.01
C -1.921 -0.353 -3.116 0.01 0.02 0.01
C -1.044 -0.107 -2.062 -0.03 -0.01 0.00
As -0.533 1.772 -1.960 -0.06 -0.02 -0.12
C 0.376 2.020 -3.650 0.03 0.03 -0.01
C -2.187 2.746 -2.125 -0.03 0.00 0.00
H -0.340 -2.878 1.498 0.00 0.00 0.01
H 1.352 -2.552 1.917 0.00 -0.01 0.01
H 0.977 -3.389 0.400 0.01 0.01 -0.01
H 2.335 -1.706 -1.321 0.01 0.00 0.00
H 3.069 -0.832 0.067 -0.01 0.01 0.02
H 2.328 0.081 -1.251 0.01 0.01 0.00
H -0.816 -3.263 -0.880 -0.01 0.00 0.00
H -2.378 -3.674 -2.714 0.00 0.00 0.00
H -3.095 -1.796 -4.177 0.00 -0.01 0.00
H -2.249 0.457 -3.757 0.00 0.00 0.00
H -0.321 1.902 -4.479 -0.01 -0.02 0.01
H 1.166 1.275 -3.726 0.02 0.01 0.01
H 0.813 3.016 -3.668 -0.02 0.01 0.01
H -2.631 2.593 -3.107 0.02 -0.02 -0.01
H -1.965 3.798 -1.966 0.03 0.01 0.00
H -2.854 2.403 -1.337 -0.01 0.01 0.00
Se -3.325 3.002 2.694 0.00 -0.05 -0.08
Te -2.748 0.911 1.319 0.13 -0.01 0.16
Te -2.639 4.892 1.306 0.00 0.01 0.02
Se 0.763 2.632 -0.316 0.11 0.01 0.02
```
Positions in Å, forces in eV/Å.


No. 6
Entry from OMol25: a structure of composition C21H36CaF12O18P2 in a non-equilibrium geometry (wB97M-V/def2-TZVPD).

* 2S+1: 2
* E: -4734.99651 a.u.
* frontier orbital gap (spin up / spin down): 9.5 / 1.9 eV
* charge: +1

Structure (XYZ):
```
90
Properties=species:S:1:pos:R:3:forces:R:3
Ca 2.082 1.696 -2.498 -0.95 0.10 -0.50
P -0.232 0.613 0.402 -1.34 2.25 1.19
F -1.082 0.347 1.767 0.12 -0.13 -0.91
F -1.157 -0.316 -0.519 1.06 -0.98 0.53
F -1.257 1.821 -0.064 0.59 -0.26 0.75
F 0.721 1.021 -0.860 -0.08 -1.28 -0.21
F 0.643 1.752 1.225 0.02 -0.90 0.21
F 0.795 -0.593 0.894 -0.67 0.93 -1.05
P 4.266 2.677 -0.644 2.86 1.81 0.74
F 5.380 3.873 -0.880 -1.61 -1.47 0.78
F 5.357 1.643 -0.078 0.13 0.85 -0.10
F 3.888 3.204 0.867 -0.16 -0.68 -1.77
F 3.247 1.395 -0.598 -1.23 0.47 1.50
F 3.101 3.550 -1.391 -1.06 1.07 1.63
F 4.461 2.222 -2.166 1.74 -1.52 -2.05
C -3.822 -2.317 1.659 0.35 -0.04 0.03
C -4.187 -0.896 1.313 1.13 -0.71 -0.46
C -5.274 -0.756 0.270 1.44 -0.13 -1.05
O -6.309 -0.103 0.941 -0.61 -0.60 -0.62
C -5.924 0.164 2.187 -4.41 4.29 3.20
O -6.692 0.832 2.949 3.60 -3.11 -2.65
O -4.682 -0.204 2.422 -0.10 0.28 1.24
H -2.841 -2.330 2.133 0.00 -0.07 0.04
H -3.772 -2.853 0.711 0.11 -0.32 0.13
H -4.510 -2.816 2.340 -0.25 0.13 -0.20
H -3.294 -0.374 0.970 0.02 -0.02 0.14
H -5.483 -1.713 -0.208 -0.86 -0.04 0.40
H -4.844 -0.150 -0.527 -0.53 0.43 -0.16
C 1.610 -3.756 1.397 -0.66 -0.51 -1.04
C 0.280 -4.474 1.771 -0.12 0.56 -1.72
C -0.899 -4.314 0.742 -0.21 0.90 1.58
O -1.622 -5.509 0.978 -0.32 -0.29 -0.65
C -0.720 -6.465 1.254 -1.39 -3.90 -0.04
O -0.933 -7.678 1.155 0.85 3.74 0.34
O 0.390 -5.894 1.697 1.80 -0.43 0.64
H 1.510 -2.671 1.360 -0.24 -0.01 0.60
H 1.826 -3.960 0.348 -0.13 -0.33 -0.16
H 2.542 -4.053 1.879 -0.44 -0.12 0.65
H -0.128 -4.191 2.742 0.25 -0.09 0.23
H -0.669 -4.245 -0.321 0.44 0.14 0.09
H -1.570 -3.525 1.080 0.29 0.20 -0.52
C 0.921 -0.286 4.386 -0.86 0.05 0.75
C 2.378 -0.139 3.922 1.76 2.71 0.00
C 2.648 1.304 3.418 0.52 -1.29 1.55
O 3.632 1.827 4.327 -1.55 -0.25 -2.05
C 4.017 0.897 5.188 4.00 2.17 5.99
O 4.818 1.175 6.119 -3.58 -2.32 -4.57
O 3.282 -0.253 5.030 -0.77 -0.50 -1.35
H 0.802 -1.315 4.724 -0.23 0.17 0.03
H 0.224 0.005 3.600 0.27 -0.40 -0.40
H 0.766 0.453 5.172 0.04 -0.29 0.33
H 2.550 -0.867 3.130 0.24 -0.71 0.08
H 1.754 1.920 3.518 -0.17 0.49 -0.27
H 2.976 1.332 2.379 0.18 0.31 -0.41
C -2.495 1.458 -3.085 -1.60 1.77 1.45
O -2.088 0.463 -3.992 0.69 -0.62 0.54
C -0.818 0.436 -4.394 -0.95 2.77 0.11
O 0.093 1.077 -3.811 -1.03 -2.21 -1.43
O -0.767 -0.073 -5.606 1.90 -0.43 -0.22
C -1.835 -0.665 -6.348 -1.46 -1.58 -0.36
H -2.643 2.420 -3.575 0.42 -0.09 -0.47
H -1.980 1.689 -2.152 1.07 -0.75 -0.49
H -3.490 1.243 -2.697 -0.10 -0.73 -0.49
H -2.022 -1.714 -6.117 0.21 -0.02 1.27
H -1.614 -0.882 -7.393 0.96 1.35 -0.07
H -2.818 -0.196 -6.299 0.47 0.59 0.32
C 0.674 4.990 0.491 1.19 -0.60 -0.44
O -0.439 5.048 -0.386 -0.30 -0.61 -1.86
C -0.388 4.340 -1.549 1.05 -0.55 2.04
O 0.512 3.549 -1.875 -1.41 1.44 0.25
O -1.478 4.493 -2.230 2.04 -2.35 -1.77
C -2.428 5.467 -2.151 -1.42 1.81 0.51
H 0.609 4.111 1.132 -0.53 0.46 0.50
H 0.756 5.974 0.952 -0.07 -0.42 0.28
H 1.571 4.753 -0.080 0.09 0.50 -0.14
H -3.045 5.310 -3.036 -0.37 -0.02 0.41
H -2.033 6.479 -2.239 0.31 -0.04 0.14
H -2.946 5.377 -1.196 -0.41 0.13 -0.23
C 3.895 -1.143 0.441 0.65 1.36 -0.70
O 3.498 -2.087 -0.521 -1.13 -1.31 -2.07
C 2.869 -1.738 -1.689 -0.40 0.42 1.38
O 2.891 -0.607 -2.186 -0.43 -1.85 0.30
O 2.183 -2.825 -2.098 0.30 0.89 0.42
C 0.938 -2.715 -2.856 0.45 0.76 0.11
H 4.596 -0.460 -0.038 -0.07 0.16 0.35
H 4.424 -1.630 1.260 -0.29 -0.41 -0.20
H 3.005 -0.598 0.759 0.20 0.04 0.23
H 1.183 -2.663 -3.917 -0.23 -0.22 0.08
H 0.369 -1.836 -2.554 0.30 0.31 0.02
H 0.296 -3.550 -2.575 0.58 -0.29 -0.23
```
Positions in Å, forces in eV/Å.